No. 1
This record from the OMol25 dataset describes a structure of composition C32H49Cl2InO2P. The level of theory is the ωB97M-V functional and the def2-TZVPD basis.

Geometry as XYZ:
```
87
Properties=species:S:1:pos:R:3:forces:R:3
In -0.8567 0.1609 1.7396 0.75 0.73 -4.42
Cl 3.9341 1.6404 7.8478 0.20 0.13 0.71
Cl -3.2089 -0.3066 1.3089 -0.97 -0.18 -0.58
P -0.4817 0.3151 -1.0699 -0.02 -0.17 -1.24
O 1.2253 1.2403 1.7741 1.57 -0.98 0.40
O 2.6527 -0.5188 1.6537 -0.11 0.64 0.37
C -2.4734 0.1232 -3.2299 0.09 -0.17 -0.25
C 0.2959 4.4427 -1.0712 -0.13 -0.25 -0.01
C 0.8354 -0.8961 -3.4260 -0.03 0.11 -0.15
C -3.9618 -1.9470 -3.5010 0.15 -0.01 -0.01
C 3.4152 -0.9890 -1.9631 -0.24 0.04 0.09
C -0.7022 -0.9419 3.5363 -0.60 0.78 8.50
C 2.8925 2.3762 5.4668 0.24 -0.47 -0.01
C -2.0580 -0.3835 -1.8450 0.19 0.42 0.38
C -3.8527 -0.4233 -3.6279 -0.06 0.08 0.20
C 2.2699 -0.0593 -1.5364 0.25 0.04 0.27
C 3.7491 0.0974 5.6407 -0.10 0.47 -0.07
C -0.3848 2.0837 -1.7045 -0.09 -0.27 0.12
C -1.0681 1.0626 3.5016 -0.88 0.52 0.73
C -2.2058 -2.8882 4.3470 0.36 0.04 -0.05
C 2.7361 0.8643 3.5786 0.04 -0.02 0.25
C 2.1942 0.4915 2.2187 -0.71 0.30 -1.12
C 0.4424 2.9493 -0.7411 0.01 0.20 0.12
C -2.0757 -1.9200 -1.7795 -0.02 0.02 -0.01
C 0.1031 2.3259 -3.1397 -0.05 0.10 -0.20
C 3.3499 -1.3644 -3.4453 0.01 0.08 0.02
C 2.5133 2.1257 4.1461 0.15 -0.36 0.26
C 0.6233 4.7590 -2.5326 0.10 -0.05 -0.03
C -2.0560 -1.3728 4.2225 0.48 0.34 -0.30
C 3.4986 1.3532 6.2167 -0.44 -0.27 -1.58
C 1.9584 -1.8436 -3.8712 -0.04 -0.05 0.15
C -0.0602 3.8053 -3.5209 -0.05 -0.01 0.11
C -3.4607 -2.4704 -2.1503 -0.01 0.18 0.14
C 0.9058 -0.6454 -1.9114 -0.28 -0.01 0.31
C 3.3808 -0.1351 4.3136 -0.01 0.45 0.40
C -0.1123 -1.8631 2.6813 0.89 -0.38 -3.64
C -2.0532 -3.5599 2.9824 0.11 0.15 -0.32
C -0.7001 -3.1858 2.2965 -0.86 -0.99 -0.27
H 2.7132 3.3467 5.9211 0.05 -0.16 -0.03
H -0.8404 -3.2689 1.2020 0.02 -0.14 0.28
H -3.4235 -3.5662 -2.1654 -0.05 0.12 0.02
H 2.3282 0.0857 -0.4492 -0.03 0.00 -0.24
H -0.1313 -1.3245 -3.7196 0.31 0.10 0.07
H 3.3596 -1.8956 -1.3454 0.02 0.09 -0.07
H 2.0286 2.8973 3.5500 0.01 -0.25 0.15
H -1.4395 2.4107 -1.6440 0.19 0.01 0.04
H -1.4436 -3.2732 5.0342 0.07 -0.03 -0.01
H 0.0147 -0.5553 4.3001 -0.41 -0.99 -0.08
H -2.0535 1.2098 3.9508 0.22 -0.09 -0.08
H 1.7106 4.7044 -2.6756 -0.07 -0.05 0.01
H -0.7386 4.7427 -0.8582 0.06 -0.01 -0.01
H -3.3846 -2.4197 -4.3071 0.02 0.05 0.04
H 1.5023 2.6611 -0.8118 -0.22 0.01 0.05
H 1.9205 -1.9667 -4.9609 0.01 -0.03 0.12
H -3.1719 -3.1417 4.7915 -0.07 0.04 -0.03
H -2.1157 -0.8801 5.2054 0.07 -0.14 -0.31
H -2.8022 -0.0260 -1.1111 0.08 -0.16 -0.28
H 0.9379 0.0553 -3.9672 -0.01 -0.25 0.12
H 0.1502 2.7663 0.3002 0.10 0.04 -0.23
H -2.8933 -3.2473 2.3367 0.28 -0.04 0.23
H 0.9493 -1.8087 2.4452 -0.10 0.15 0.52
H 4.0872 -2.1469 -3.6563 -0.03 0.08 -0.06
H -2.5035 1.2217 -3.2563 0.00 -0.25 0.03
H -2.1157 -4.6564 3.0950 0.00 0.32 -0.12
H -0.2466 1.5567 4.0182 -0.05 -0.30 -0.11
H 0.8152 -1.6280 -1.4099 0.12 0.19 -0.08
H -1.3264 -2.3345 -2.4698 -0.12 0.03 0.13
H 4.3708 -0.5033 -1.7327 -0.08 -0.14 -0.03
H 1.7711 -2.8325 -3.4310 0.02 0.06 -0.03
H -1.7374 -0.1942 -3.9850 -0.20 0.13 0.13
H -1.8095 -2.2583 -0.7678 -0.04 0.10 -0.16
H 1.1666 2.0550 -3.2210 -0.25 0.06 0.06
H -2.8845 -0.9788 3.6101 0.25 -0.26 0.38
H 0.3392 3.9670 -4.5303 -0.08 0.02 0.11
H 0.3282 5.7900 -2.7586 0.10 -0.06 -0.02
H 0.0216 -3.9944 2.5442 -0.15 0.44 0.01
H -1.1330 4.0390 -3.5621 0.07 -0.03 0.01
H 4.2255 -0.6843 6.2255 -0.07 0.15 -0.03
H -4.6072 0.0442 -2.9807 0.06 -0.06 -0.04
H 3.5782 -1.0928 3.8364 -0.14 0.21 0.09
H 2.4020 0.9268 -2.0100 -0.05 -0.23 0.03
H 3.6341 -0.4920 -4.0485 -0.06 -0.03 0.02
H -0.4430 1.7115 -3.8693 0.18 0.16 0.24
H -5.0055 -2.2497 -3.6452 0.11 0.00 -0.04
H -4.0809 -0.1179 -4.6566 -0.03 -0.02 0.12
H 0.9424 5.0250 -0.4048 -0.11 -0.02 -0.08
H -4.1692 -2.1817 -1.3614 0.12 -0.02 -0.08
```
Forces are in eV/Å.

Properties
- Charge: -1
- Energy relative to the best compared isomer or geometry (same formula, charge and spin): 3.209 eV
- Highest occupied orbital energy (spin up / spin down): -2.52 / -2.52 eV
- Lowest unoccupied orbital energy (spin up / spin down): 2.52 / 2.52 eV
- Calculated total energy: -2851.09612 Eh

No. 2
This record from the OMol25 dataset describes the ion C2H7N2O with charge +1. The level of theory is the ωB97M-V functional and the def2-TZVPD basis.

Geometry as XYZ:
```
12
Properties=species:S:1:pos:R:3:forces:R:3
O -0.4740 1.3964 -0.5894 -0.29 1.06 -0.14
N 1.7131 0.8768 -0.6284 0.03 0.06 0.28
N -1.4478 -0.5264 0.4214 -0.07 -0.54 0.00
C 0.4316 0.6163 -0.3831 0.71 -0.20 -0.39
C 0.0356 -0.7096 0.2578 -0.61 -0.09 0.93
H -1.5737 0.4729 0.1330 -0.02 0.44 -0.21
H -1.8836 -1.0843 -0.2933 -0.63 -0.31 -0.22
H 0.1703 -1.6335 -0.2911 0.47 0.13 -0.29
H 2.4524 0.2242 -0.4429 0.04 -0.16 0.11
H -1.9234 -0.6962 1.3049 0.49 -0.26 0.24
H 1.9699 1.8492 -0.7132 0.01 -0.01 -0.37
H 0.5294 -0.7858 1.2244 -0.12 -0.12 0.07
```
Forces are in eV/Å.

Properties
- Charge: +1
- Energy relative to the best compared isomer or geometry (same formula, charge and spin): 0.146 eV
- Highest occupied orbital energy: -15.46 eV
- Lowest unoccupied orbital energy: -3.56 eV
- Calculated total energy: -264.92584 Eh
- SMILES: NC(=O)C[NH3+]

No. 3
This record from the OMol25 dataset describes the ion C3H4N with charge +1. The level of theory is the ωB97M-V functional and the def2-TZVPD basis.

Geometry as XYZ:
```
8
Properties=species:S:1:pos:R:3:forces:R:3
N -0.5478 -0.2919 0.3596 -1.36 -4.13 3.15
C -0.0086 0.9073 0.8767 1.04 0.76 0.01
C 0.0113 -0.3227 -1.0074 3.84 -2.91 1.73
C 0.8005 0.5724 -0.1052 0.97 0.48 0.06
H 0.6251 -1.2777 -1.3533 -1.81 1.81 0.94
H -0.4530 -1.2600 1.1631 -0.10 3.17 -3.47
H -0.4061 0.2173 -1.7625 -2.00 1.22 -1.78
H -0.0214 1.4553 1.8291 -0.58 -0.40 -0.65
```
Forces are in eV/Å.

Properties
- Charge: +1
- Energy relative to the best compared isomer or geometry (same formula, charge and spin): 3.583 eV
- Highest occupied orbital energy: -15.96 eV
- Lowest unoccupied orbital energy: -5.89 eV
- Calculated total energy: -170.97239 Eh
- SMILES: C1=C2C[N@H+]12

No. 4
This record from the OMol25 dataset describes a structure of composition C2H3Br2N. The level of theory is the ωB97M-V functional and the def2-TZVPD basis.

Geometry as XYZ:
```
8
Properties=species:S:1:pos:R:3:forces:R:3
Br -2.7358 1.7937 0.6717 -0.04 0.20 0.35
Br -2.2302 -1.1679 0.1335 -0.02 -0.78 0.46
N 1.3913 0.6752 0.2014 -1.45 -1.85 -0.54
C -2.4471 0.4897 -0.6067 -0.02 0.58 -0.82
C 1.3154 -0.5834 -0.0685 1.11 -0.12 2.23
H 0.6257 -1.2323 0.6002 0.84 1.28 -1.22
H 1.9958 1.2740 -0.3486 0.59 -0.55 -0.22
H 2.0849 -1.2488 -0.5831 -1.00 1.23 -0.24
```
Forces are in eV/Å.

Properties
- Energy relative to the best compared isomer or geometry (same formula, charge and spin): 3.866 eV
- Highest occupied orbital energy: -9.14 eV
- Lowest unoccupied orbital energy: -1.08 eV
- Calculated total energy: -5280.62688 Eh